# 1
A cluster of 2 separate species, C4H10ClNO in total at a distorted geometry. Source: OMol25; level of theory: wB97M-V/def2-TZVPD.

The geometry in XYZ format:
```
17
Properties=species:S:1:pos:R:3:forces:R:3
C -1.008 -1.514 1.308 -2.0295 2.8795 -0.7757
C -0.235 -0.227 0.862 0.4015 -2.9763 -1.9088
O -0.134 0.729 1.579 -0.0052 0.9298 0.2138
N 0.384 -0.301 -0.425 -1.8958 0.0249 1.6886
C 1.078 0.867 -0.840 1.4242 -1.9618 -4.7038
C 0.357 -1.337 -1.460 -0.0630 -1.7121 -0.1781
H -0.543 -2.431 1.000 0.4598 -0.4589 0.7034
H -1.950 -1.475 0.652 0.9955 -0.0985 0.9254
H -1.362 -1.259 2.364 0.8492 -1.1830 -1.3454
H 1.982 0.428 -1.435 -0.7385 1.2131 1.4377
H 0.586 1.405 -1.692 -0.2173 -0.0435 0.9669
H 1.326 1.472 -0.055 0.7377 1.5415 1.7967
H 0.506 -0.831 -2.450 -0.1923 -0.5810 0.8986
H 1.199 -2.079 -1.292 -0.5850 0.9430 -0.3277
H -0.546 -2.038 -1.572 0.8208 1.5541 0.5937
Cl -0.611 4.848 1.963 0.0790 0.2798 0.0830
H -1.028 3.742 1.494 -0.0411 -0.3505 -0.0684
```
Forces are in eV/Å.

Structure (SMILES) = CC(=O)N(C)C.Cl
2S+1 = 1
Net charge = 0
E_LUMO = 0.698 eV
Energy relative to the best compared isomer or geometry (same formula, charge and spin) = 138.40 kJ/mol



# 2
An isolated molecule of C4H9NO at a distorted geometry. Source: OMol25; level of theory: wB97M-V/def2-TZVPD.

The geometry in XYZ format:
```
15
Properties=species:S:1:pos:R:3:forces:R:3
C 0.630 -1.184 0.253 -0.0997 -0.2894 0.3224
C 0.408 0.334 0.093 -0.0196 -0.0771 0.1251
C 1.164 1.140 -0.971 -0.0619 -0.1250 0.0298
N -1.014 0.263 -0.248 -0.3928 0.6839 -0.1718
C -1.868 -0.139 0.790 -0.3807 0.5107 0.2482
O -1.837 0.314 1.910 0.1566 -0.4928 -0.3504
H 0.613 -1.632 -0.754 -0.1216 -0.0802 0.5232
H -0.261 -1.494 0.855 0.9581 -0.3502 -0.7082
H 1.456 -1.583 0.835 0.6102 0.4464 -0.1584
H 0.568 0.837 1.057 -0.1695 -0.0620 -0.1321
H 0.750 2.158 -1.000 0.0639 -0.2241 0.0251
H 1.065 0.717 -1.978 -0.0245 -0.0844 0.1910
H 2.233 1.248 -0.752 -0.2425 -0.2153 0.0790
H -1.403 0.841 -0.978 0.0267 -0.0619 0.0437
H -2.525 -0.993 0.536 -0.3027 0.4214 -0.0665
```
Forces are in eV/Å.

Structure (SMILES) = CC(C)NC=O
2S+1 = 1
Net charge = 0
E_LUMO = 1.029 eV
Energy relative to the best compared isomer or geometry (same formula, charge and spin) = 162.08 kJ/mol



# 3
A structure of composition H7O3 at a distorted geometry. Source: OMol25; level of theory: wB97M-V/def2-TZVPD.

The geometry in XYZ format:
```
10
Properties=species:S:1:pos:R:3:forces:R:3
O 0.817 1.206 -1.829 1.3729 -2.6351 2.3172
H 1.601 0.907 -2.308 -0.3823 0.4353 -0.1450
H 0.349 1.864 -2.250 -1.0870 2.2309 -1.9393
O 0.087 -1.319 1.797 -1.1965 2.0157 0.1526
H -0.479 -0.885 2.528 1.1011 -2.0441 -0.8476
H -0.096 -2.240 1.527 -0.3821 0.1717 0.9073
O -0.843 0.070 0.020 2.1008 -1.5288 -0.1583
H -0.378 -0.616 0.925 -0.0350 0.0319 -0.0814
H -0.076 0.516 -0.392 0.8701 -0.3128 -1.0387
H -1.404 0.802 0.062 -2.3621 1.6353 0.8332
```
Forces are in eV/Å.

2S+1 = 1
Net charge = +1
E_LUMO = -3.996 eV
Energy relative to the best compared isomer or geometry (same formula, charge and spin) = 87.84 kJ/mol



# 4
A cluster of 4 separate species, C5H14O3 in total at a distorted geometry. Source: OMol25; level of theory: wB97M-V/def2-TZVPD.

The geometry in XYZ format:
```
22
Properties=species:S:1:pos:R:3:forces:R:3
C 1.846 1.223 -1.149 -2.1507 0.9357 1.4877
C 0.895 1.276 -0.189 0.0195 -0.8895 0.3464
C 0.083 0.126 0.239 -0.0308 -0.4208 -1.6652
C -0.739 0.119 1.271 -0.0023 0.2284 1.6146
C -1.304 -1.130 1.934 1.4994 1.1309 -0.5301
H 2.126 2.243 -1.394 1.1809 -0.6189 -0.6501
H 2.001 0.264 -1.626 0.3778 0.4465 -0.5276
H 0.731 2.154 0.443 0.0831 0.1604 -0.5640
H 0.057 -0.738 -0.452 0.4813 0.1646 0.5436
H -0.802 1.022 1.885 -0.0639 -0.0468 -0.2761
H -0.614 -1.905 1.601 -0.9939 -0.7257 -0.4671
H -2.378 -1.204 1.786 0.1055 -0.6036 0.1387
H -0.991 -1.054 2.976 -0.6717 0.1828 0.2679
O 1.711 0.395 2.662 0.4017 0.0577 0.5988
H 2.088 0.158 1.805 0.0624 0.0945 0.2124
H 2.444 0.518 3.288 -0.2442 -0.1181 -0.5073
O -2.386 1.109 -1.718 0.2654 -0.1595 -0.0091
H -2.250 0.161 -1.855 -0.0317 0.2057 0.0228
H -1.544 1.390 -1.331 -0.2592 -0.0510 -0.0701
O -0.371 -1.934 -3.048 0.7410 0.2151 0.6251
H -1.090 -2.141 -3.640 0.0815 -0.1657 -0.5335
H 0.488 -2.052 -3.489 -0.8511 -0.0229 -0.0580
```
Forces are in eV/Å.

Structure (SMILES) = C=C/C=C/C.O.O.O
2S+1 = 1
Net charge = 0
E_LUMO = 0.570 eV
Energy relative to the best compared isomer or geometry (same formula, charge and spin) = 144.19 kJ/mol